(1)
Entry from the OMol25 dataset: C29H26BiBr2N2S5Sb as an isolated structure (ωB97M-V with the def2-TZVPD basis set).

```
66
Properties=species:S:1:pos:R:3:forces:R:3:nbo_charge:R:1
Bi 0.658983 -0.301688 0.077936 -0.05 0.01 -0.23 1.25
C 1.633020 3.538588 0.349262 0.01 0.01 -0.02 -0.20
C 0.347420 3.508367 -0.170034 -0.01 -0.06 -0.01 -0.22
C -0.707945 3.077891 0.624843 0.02 0.00 0.03 -0.15
C -0.475908 2.681295 1.933603 -0.03 -0.01 0.06 -0.25
C 0.811701 2.721510 2.458411 0.01 -0.02 -0.02 -0.23
C 1.865464 3.149792 1.664109 0.01 -0.02 0.00 -0.23
H 2.463545 3.821584 -0.284501 0.00 0.01 0.01 0.22
H 0.161839 3.763683 -1.205677 0.02 0.00 0.01 0.23
H -1.700323 3.009352 0.204208 -0.06 0.00 -0.01 0.21
H -1.294743 2.303918 2.536387 0.00 0.03 0.01 0.21
H 0.997285 2.379392 3.469400 0.00 0.01 0.00 0.21
H 2.876066 3.142148 2.052914 0.00 0.00 0.00 0.21
Br 2.225742 -2.809953 2.462854 0.06 0.03 0.01 0.13
C 1.772636 -2.295197 4.250982 0.07 -0.09 0.00 -0.55
Br 0.366338 -0.968469 4.330753 -0.02 0.03 0.04 0.01
H 2.649308 -1.868318 4.720651 -0.02 0.06 -0.01 0.22
H 1.426758 -3.164855 4.794509 -0.05 0.01 -0.02 0.21
S 3.518619 -1.943302 -3.963897 -0.03 0.04 -0.09 -0.83
Sb 3.309540 -1.758832 -1.730823 0.08 -0.12 0.16 1.42
S 1.112320 -2.551589 -1.015909 -0.07 0.07 0.02 -0.78
S 2.860259 0.495794 -0.987279 0.00 0.00 0.03 -0.77
S 4.838615 -2.700195 -0.345511 0.01 -0.03 0.00 -0.88
C -0.672759 0.417874 -1.446965 -0.08 0.13 0.09 -0.68
C -1.198138 0.922564 -2.436488 0.26 -0.11 -0.11 0.02
C -1.768350 1.312105 -3.652060 -0.35 0.13 0.15 -0.35
C -2.390530 2.621642 -3.753798 0.07 -0.06 -0.10 -0.02
C -2.867756 3.294029 -2.610085 0.04 0.03 0.06 -0.25
C -3.406586 4.565671 -2.671022 0.01 -0.02 0.00 -0.20
C -3.508378 5.242723 -3.882884 -0.03 0.01 0.02 -0.31
C -3.042186 4.604955 -5.026971 0.00 0.00 -0.02 -0.23
C -2.495536 3.334573 -4.968093 -0.02 -0.05 -0.02 -0.20
C -1.687126 0.346981 -4.739700 0.12 -0.04 0.01 -0.03
C -0.703640 -0.668868 -4.716704 0.04 0.03 -0.03 -0.26
C -0.633522 -1.639817 -5.698527 0.01 -0.04 -0.03 -0.20
C -1.539051 -1.658009 -6.755877 0.02 0.02 0.02 -0.29
C -2.516222 -0.671135 -6.798565 -0.01 0.00 -0.02 -0.23
C -2.591586 0.308874 -5.821198 -0.04 -0.03 0.04 -0.22
H -2.812003 2.780796 -1.659087 -0.02 -0.03 0.07 0.21
H -3.762325 5.028948 -1.756842 -0.01 0.01 0.01 0.19
H -3.932913 6.238307 -3.931973 0.00 0.00 0.00 0.19
H -3.085742 5.115152 -5.984117 0.00 0.00 0.00 0.19
H -2.102413 2.888914 -5.872109 0.00 -0.01 -0.02 0.20
H 0.042512 -0.667113 -3.929514 -0.03 0.00 0.01 0.24
H 0.160890 -2.375097 -5.637136 0.00 -0.01 0.00 0.22
H -1.477705 -2.415392 -7.527809 -0.01 0.00 0.00 0.19
H -3.244616 -0.666303 -7.603695 0.00 0.00 0.00 0.19
H -3.389338 1.038587 -5.872657 0.00 0.04 0.00 0.19
N -2.221450 -2.423925 -2.056786 0.03 0.15 0.04 -0.80
C -2.881001 -1.736456 -1.090003 0.09 -0.04 0.06 0.35
S -2.810027 -2.205469 0.519495 0.03 -0.17 0.01 -0.33
N -3.620398 -0.711129 -1.564647 -0.12 -0.14 -0.11 -0.60
C -4.237978 0.340242 -0.865181 0.05 0.14 -0.04 0.16
C -3.763287 0.836132 0.345341 0.00 0.04 0.03 -0.17
C -4.373263 1.943271 0.915002 0.03 -0.01 0.01 -0.23
C -5.437323 2.578089 0.288951 -0.02 0.01 -0.02 -0.24
C -5.894833 2.091772 -0.927070 -0.01 0.02 0.02 -0.21
C -5.304027 0.976268 -1.495497 0.03 -0.01 -0.02 -0.22
H -1.518406 -3.052799 -1.697718 0.01 -0.01 0.03 0.42
H -1.879020 -1.872935 -2.839704 -0.04 -0.05 -0.06 0.41
H -3.536780 -0.541705 -2.559979 0.04 0.06 0.00 0.42
H -2.915548 0.363018 0.816299 -0.03 0.04 -0.02 0.24
H -3.989179 2.329869 1.852159 -0.01 0.00 0.00 0.20
H -5.892098 3.453804 0.735292 0.00 0.00 0.00 0.20
H -6.703987 2.589395 -1.446651 0.00 0.00 0.00 0.20
H -5.643297 0.607044 -2.456337 0.00 0.00 0.00 0.21
```
Forces are in eV/Å.

As for the total energy: -240117.29408 eV. The charge is -2. The largest force on an atom comes out at 0.40 eV/A. The value obtained for the HOMO-LUMO gap is 0.170 Ha. The highest occupied orbital energy comes out at -0.982 eV.

---

(2)
Entry from the OMol25 dataset: C29H26Cl2N2O9OsS3Se as an isolated structure in a non-equilibrium geometry (ωB97M-V with the def2-TZVPD basis set).

```
73
Properties=species:S:1:pos:R:3:forces:R:3:nbo_charge:R:1
Os 1.354652 -1.213631 0.977976 -0.27 -0.26 -0.46 1.23
O -1.713043 0.054570 2.930352 -0.20 0.44 0.21 -0.96
S -1.021636 -0.991097 2.246351 0.02 -0.41 0.74 2.38
O -0.814953 -0.744806 0.806640 -0.29 0.15 0.02 -0.95
O 0.365517 -1.273992 2.790756 -0.26 0.19 0.22 -0.92
C -1.892196 -2.493992 2.670211 -0.11 -0.14 -0.17 -0.24
C -2.310544 -2.509374 3.997618 -0.05 0.17 -0.11 -0.20
C -2.868805 -3.654443 4.536032 -0.06 -0.08 0.07 -0.21
C -3.024130 -4.786708 3.751910 -0.03 -0.01 0.04 -0.19
C -2.607666 -4.778587 2.431511 -0.07 0.14 -0.08 -0.18
C -2.039566 -3.637780 1.882605 0.21 0.16 0.14 -0.34
S -1.369246 -3.771060 0.236381 0.95 -0.23 0.12 2.42
O -1.427610 -5.173662 -0.103362 0.05 0.00 0.06 -0.98
O -2.152065 -2.919544 -0.627594 0.03 0.33 -0.08 -0.99
O 0.040909 -3.310110 0.464405 -0.82 -0.30 -0.50 -1.06
H -2.187682 -1.613388 4.591522 -0.02 -0.09 0.04 0.24
H -3.173513 -3.666835 5.574378 -0.01 0.03 -0.01 0.22
H -3.457671 -5.684239 4.174028 0.01 0.00 0.00 0.22
H -2.689643 -5.650093 1.796304 0.00 -0.01 0.06 0.25
O 1.834359 -1.568073 -0.983917 -0.16 -0.21 -0.10 -0.92
S 0.508810 -1.711133 -1.811197 0.73 0.09 -0.63 1.27
C 1.043520 -0.858994 -3.325259 -0.08 0.07 0.16 -0.58
C 2.016712 -1.807424 -4.002873 -0.02 -0.15 0.03 -0.42
C 1.319850 -3.167510 -3.984297 0.05 0.09 0.03 -0.41
C 0.716338 -3.348386 -2.589993 -0.13 0.01 0.13 -0.59
H 1.473842 0.089655 -3.006100 -0.09 0.01 0.05 0.26
H 0.148823 -0.678861 -3.927433 0.01 -0.02 0.01 0.22
H 2.938154 -1.852830 -3.418710 0.01 0.05 -0.04 0.23
H 2.261741 -1.484234 -5.014633 0.01 0.03 0.01 0.22
H 2.015797 -3.976222 -4.202869 -0.03 -0.03 -0.02 0.23
H 0.528170 -3.192886 -4.735740 0.02 0.01 -0.02 0.20
H 1.368635 -3.875820 -1.897095 -0.01 0.03 0.08 0.27
H -0.254838 -3.836497 -2.580440 -0.06 -0.04 0.04 0.26
Se 3.440327 -1.864625 1.760828 0.82 -0.16 0.13 0.12
C 4.759578 -1.264479 0.498949 -0.30 -0.12 0.09 -0.16
C 6.020282 -1.846116 0.512734 -0.01 0.04 -0.04 -0.28
C 6.966009 -1.391737 -0.392942 -0.03 0.04 0.01 0.03
N 6.734154 -0.422115 -1.275618 0.12 0.02 -0.11 -0.44
C 5.522718 0.131894 -1.271624 0.02 -0.08 0.11 0.03
C 4.503554 -0.245688 -0.410208 0.14 0.03 -0.04 -0.28
H 6.248724 -2.637046 1.216991 0.06 0.01 -0.07 0.22
H 7.960634 -1.826054 -0.414641 -0.02 -0.01 0.02 0.19
H 5.365443 0.924972 -1.996586 -0.04 0.00 0.02 0.18
H 3.537816 0.240570 -0.444281 0.00 0.00 -0.03 0.24
Cl -2.842584 1.396478 -0.692094 0.05 -0.10 0.08 0.11
C -3.049459 2.839016 -1.599562 0.23 -0.13 0.20 -0.05
C -4.004000 2.870164 -2.600432 -0.18 -0.05 -0.11 -0.22
C -4.120682 3.973095 -3.427704 0.04 0.02 0.02 -0.16
C -3.265273 5.053591 -3.275748 0.01 0.01 0.01 -0.22
C -2.321450 5.022525 -2.269739 0.11 0.13 0.07 -0.04
Cl -1.250383 6.372709 -2.069402 -0.02 -0.03 0.00 0.03
C -2.201346 3.936763 -1.391475 -0.42 0.25 -0.24 0.11
N -1.214173 3.974385 -0.404150 -0.01 -0.42 1.05 -0.46
C -1.349941 3.649000 0.923135 -0.06 0.41 -1.21 0.30
C -2.621034 3.683748 1.528120 -0.68 -0.19 0.37 -0.23
C -2.750407 3.428109 2.866512 -0.30 0.07 -0.50 -0.17
C -1.617747 3.129481 3.636034 0.22 -0.08 0.01 -0.06
C -0.364372 3.101588 3.049259 0.13 0.00 -0.04 -0.20
C -0.199429 3.351509 1.695131 0.92 -0.21 0.29 0.05
C 1.151884 3.163118 1.070333 -0.22 0.12 0.09 -0.54
C 1.431311 1.649793 0.927465 0.24 -0.87 0.03 0.78
O 1.784266 1.039441 1.964005 -0.41 0.66 -0.14 -0.70
O 1.272223 1.108708 -0.189351 -0.17 0.61 -0.05 -0.73
H -4.644728 2.008527 -2.734447 0.05 0.02 0.02 0.25
H -4.870720 3.988207 -4.207314 0.02 -0.02 0.02 0.23
H -3.331671 5.918737 -3.919973 0.02 -0.01 0.01 0.24
H -0.325579 4.357113 -0.693306 0.16 -0.17 -0.04 0.43
H -3.487069 3.928663 0.924903 0.06 0.01 0.04 0.23
H -3.729894 3.448299 3.325648 0.04 0.04 -0.01 0.23
H -1.726346 2.902207 4.688213 0.02 0.00 -0.03 0.23
H 0.505290 2.830491 3.634068 -0.02 -0.02 -0.06 0.26
H 1.926170 3.552774 1.728102 -0.03 0.14 -0.02 0.26
H 1.226872 3.610146 0.082676 0.15 0.06 0.01 0.21
```
Forces are in eV/Å.

As for the total energy: -177264.26447 eV. The largest force on an atom comes out at 1.28 eV/A. The expectation value of S² is 6.04. The value obtained for the HOMO-LUMO gap (spin up / spin down) is 0.244 / 0.130 Ha. Its multiplicity is 5. The highest occupied orbital energy (spin up / spin down) comes out at -7.061 / -7.602 eV.

---

(3)
Entry from the OMol25 dataset: C29H26ClFN4O5RhS as an isolated structure in a non-equilibrium geometry (ωB97M-V with the def2-TZVPD basis set).

```
68
Properties=species:S:1:pos:R:3:forces:R:3:nbo_charge:R:1
Rh -4.027910 -0.379772 -0.233990 -0.18 -0.46 0.58 1.09
S -6.021908 0.664506 0.201196 -0.60 -0.24 0.55 0.06
C -6.745826 -0.702840 -0.586679 0.33 -0.15 0.15 0.06
C -8.068197 -1.046937 -0.847358 0.17 -0.02 0.06 -0.27
C -8.292723 -2.305769 -1.365875 0.03 -0.09 -0.01 -0.13
C -7.229688 -3.182796 -1.587934 -0.03 -0.02 0.03 -0.28
C -5.943691 -2.757412 -1.327598 0.00 0.17 -0.16 0.08
N -5.725991 -1.522107 -0.873590 0.01 0.48 -1.15 -0.45
H -8.874329 -0.367001 -0.616882 0.00 0.04 0.01 0.24
H -9.304899 -2.626963 -1.574259 -0.01 0.00 -0.01 0.22
H -7.400865 -4.184160 -1.953591 0.00 -0.01 0.00 0.23
H -5.071832 -3.381661 -1.457971 -0.02 -0.04 -0.04 0.23
F 2.002487 2.416930 -1.166817 -0.01 0.00 0.01 -0.33
C 1.753680 1.158054 -0.741909 0.00 -0.07 -0.04 0.34
C 0.490695 0.651014 -0.848440 0.10 -0.03 -0.01 -0.21
C 0.251767 -0.670661 -0.464353 0.00 -0.05 -0.01 -0.08
C -1.115524 -1.194145 -0.518169 -0.09 0.05 0.03 0.51
O -2.009095 -0.495326 -1.031212 0.08 -0.31 -0.02 -0.64
C -1.320190 -2.487496 0.042896 0.11 0.22 0.01 -0.30
C -0.237049 -3.216365 0.420995 -0.09 -0.02 -0.03 0.16
N 1.041659 -2.771520 0.384221 0.01 -0.03 -0.12 -0.35
C 2.114682 -3.669040 0.744085 0.01 0.00 0.07 -0.07
C 2.131838 -5.028645 0.117971 0.01 0.03 0.03 -0.41
C 3.142425 -4.001253 -0.298430 -0.03 -0.05 0.04 -0.43
C 1.303960 -1.464453 0.006551 -0.01 0.05 0.08 0.18
C 2.582559 -0.906081 0.144677 -0.08 0.02 -0.02 -0.24
C 2.816525 0.404980 -0.219800 -0.09 0.09 -0.03 0.10
N 4.121362 0.945793 -0.047604 0.08 -0.11 0.07 -0.45
C 4.278218 2.356384 0.243204 -0.02 0.05 0.05 -0.24
C 5.601104 2.569715 0.955547 0.08 -0.02 -0.02 -0.22
N 6.705402 2.063868 0.060323 -0.01 0.05 -0.07 -0.49
C 6.510679 0.610363 -0.287171 0.02 0.07 0.05 -0.23
C 5.150141 0.455733 -0.941690 0.04 0.02 -0.08 -0.24
C -2.688446 -3.101393 0.184843 -0.13 -0.08 0.05 0.77
O -2.771305 -4.319439 0.216927 0.13 -0.03 0.03 -0.64
O -3.700843 -2.319275 0.303632 -0.18 -0.02 0.62 -0.70
H -0.321033 1.246339 -1.245290 -0.03 0.02 0.01 0.27
H -0.380392 -4.232023 0.765688 -0.02 0.00 -0.01 0.26
H 2.435642 -3.584523 1.775978 0.02 0.01 -0.01 0.22
H 1.344293 -5.261060 -0.584558 0.00 -0.01 -0.01 0.24
H 2.451677 -5.852997 0.737431 0.00 -0.01 0.00 0.24
H 3.011545 -3.553190 -1.273827 0.00 0.01 -0.01 0.23
H 4.166209 -4.121387 0.026834 0.02 0.00 -0.01 0.22
H 3.386011 -1.487053 0.573035 0.03 0.01 0.01 0.23
H 3.476984 2.697446 0.896557 0.00 -0.02 0.00 0.26
H 4.245115 2.984522 -0.659406 0.01 0.00 0.01 0.20
H 5.664221 1.989872 1.874707 -0.04 0.03 0.01 0.23
H 5.804065 3.619802 1.157802 -0.06 0.00 0.00 0.24
H 7.617716 2.212497 0.492664 -0.02 -0.03 0.03 0.44
H 6.696884 2.611612 -0.804697 0.03 0.00 0.02 0.43
H 6.559699 0.068159 0.655710 0.00 -0.05 -0.04 0.23
H 7.333081 0.313671 -0.935465 -0.05 -0.02 -0.03 0.24
H 4.988487 -0.597598 -1.163613 -0.01 0.01 0.04 0.25
H 5.143636 0.994460 -1.905443 0.01 -0.02 -0.01 0.19
Cl -0.455321 6.936255 1.854992 -0.01 0.00 0.00 0.01
C -1.254407 5.443739 1.470184 0.02 0.05 0.02 -0.02
C -2.362739 5.462236 0.638559 0.02 -0.01 0.01 -0.25
C -2.980552 4.265546 0.315248 0.01 -0.01 -0.10 -0.09
C -2.499791 3.073563 0.839518 0.10 -0.09 0.08 -0.18
C -1.398602 3.073303 1.690748 -0.12 0.06 0.08 -0.16
C -0.765699 4.262054 2.006796 -0.02 0.02 -0.03 -0.24
C -3.107576 1.772027 0.484884 -0.07 0.21 -1.13 0.76
O -3.086007 0.794811 1.272621 0.40 -0.22 -0.34 -0.63
O -3.621307 1.594350 -0.682550 0.07 0.63 0.76 -0.61
H -2.729682 6.401259 0.250532 0.00 0.01 -0.01 0.24
H -3.836729 4.253230 -0.345593 -0.01 -0.02 -0.01 0.24
H -1.061973 2.137412 2.114856 0.03 -0.04 -0.01 0.23
H 0.087691 4.286816 2.669324 0.01 -0.01 0.02 0.22
```
Forces are in eV/Å.

As for the total energy: -75769.91247 eV. The charge is +1. The largest force on an atom comes out at 1.25 eV/A. The value obtained for the HOMO-LUMO gap is 0.221 Ha. The highest occupied orbital energy comes out at -9.361 eV.

---

Energy relative to the best compared isomer or geometry (same formula, charge and spin) values (in eV) by entry order: 0.757, 0.823, 2.023.